Here is a structure of composition C31H74Cl15NO18 from the OMol25 dataset. Energies are from the ωB97M-V functional and the def2-TZVPD basis.

For the HOMO energy, the calculation gives -6.90 eV. Its orbital gap is 6.6 eV. As for the total charge: 0. For the molecular weight, the calculation gives 1280.72 Da. The largest force on an atom comes out at 0.27375 Eh/bohr.

Geometry (Å):
C  -0.14485  23.30396  6.97672
C  -1.01271  22.10762  7.31626
C  -1.94986  22.19675  8.53792
C  -2.99567  23.32623  8.36536
N  -3.97135  23.38676  9.52421
C  -4.63161  22.03255  9.79912
C  -6.06091  22.30699  10.27044
C  -6.21088  23.82153  10.18466
C  -5.19437  24.17840  9.11626
C  -3.27823  23.85842  10.74213
H  -0.71305  24.02173  6.37741
H  0.66446  22.98657  6.32044
H  0.23638  23.83511  7.85135
H  -0.35940  21.23240  7.35124
H  -1.60589  21.82816  6.43819
H  -1.26640  22.44467  9.35357
H  -2.45442  21.27570  8.82499
H  -3.47661  23.23748  7.39245
H  -2.44438  24.26548  8.34107
H  -4.09286  21.38958  10.49459
H  -4.62380  21.50274  8.84461
H  -6.19423  21.94857  11.29134
H  -6.82984  21.83304  9.66120
H  -6.08005  24.43016  11.08024
H  -7.22248  24.06351  9.85018
H  -4.93824  25.23372  9.02885
H  -5.48134  23.86802  8.11327
H  -2.91257  24.87354  10.64126
H  -2.52572  23.11043  10.96727
H  -4.00039  23.78778  11.55900
Cl  -6.40332  23.28599  13.52816
O  -7.64657  22.70186  13.90689
O  -5.52279  23.26771  14.67719
O  -5.78533  22.50161  12.46214
O  -6.62323  24.63105  13.03235
C  -4.24073  27.56423  12.87855
Cl  -3.16911  28.97004  13.07001
Cl  -4.48292  27.17297  11.14700
Cl  -3.62829  26.05360  13.53041
Cl  -5.75555  28.03834  13.60312
C  -5.70049  20.51361  5.49550
Cl  -6.48337  21.89263  6.32166
Cl  -4.05777  21.00488  5.05879
Cl  -5.51539  19.21764  6.67817
Cl  -6.66140  19.97583  4.12245
C  -5.48671  18.43240  11.40649
C  -4.56787  18.89755  10.32307
O  -3.24566  19.12789  10.78379
O  -5.76681  19.49843  12.33381
H  -5.05720  17.67592  12.06634
H  -6.41039  18.06012  10.95165
H  -4.97195  19.78825  9.82495
H  -4.44343  18.11599  9.56612
H  -3.33308  19.68733  11.57834
H  -6.57691  19.95728  12.05643
C  -3.96895  25.72838  5.10016
C  -3.43000  26.44194  3.85495
O  -3.34626  27.84766  3.99943
O  -2.97398  25.76360  6.11970
H  -4.14677  24.67723  4.86316
H  -4.87023  26.22361  5.47994
H  -4.18081  26.22405  3.07808
H  -2.48885  25.97837  3.56873
H  -4.25508  28.15331  4.10709
H  -3.07419  26.58568  6.62875
C  -7.66188  27.39047  8.88308
C  -8.38899  28.55083  8.21673
O  -9.19914  28.08075  7.14722
O  -6.85780  26.68667  7.93771
H  -8.39471  26.65599  9.24689
H  -7.00159  27.67835  9.70131
H  -7.65235  29.16819  7.69767
H  -8.96718  29.14379  8.92942
H  -9.84746  27.44479  7.47322
H  -7.41941  26.21972  7.31120
C  -8.91396  18.97203  10.36401
C  -8.34690  18.73856  8.97479
O  -8.44171  19.92059  8.18331
O  -8.07197  19.70540  11.24803
H  -8.95844  17.98176  10.83921
H  -9.92518  19.38632  10.39933
H  -8.91688  17.94042  8.48681
H  -7.32717  18.36852  9.06427
H  -9.32025  19.99090  7.80422
H  -8.30424  20.64395  11.23478
C  -9.35294  23.67781  13.43705
C  -9.46098  23.67598  11.92064
O  -9.52355  22.36776  11.31369
O  -10.61948  23.47388  14.03709
H  -9.07529  24.69078  13.74591
H  -8.61068  22.99662  13.86693
H  -8.74959  24.27094  11.34866
H  -10.40855  24.17429  11.68024
H  -10.38249  21.99939  11.54386
H  -10.96139  22.60281  13.80969
C  -3.72247  30.00141  6.99743
C  -3.79989  29.04560  8.18331
O  -4.15985  27.73042  7.69171
O  -2.54225  29.80122  6.22751
H  -3.62979  31.02859  7.36376
H  -4.61737  30.01090  6.36730
H  -4.55410  29.40326  8.88324
H  -2.78979  28.86793  8.54356
H  -5.12893  27.66148  7.69785
H  -2.72488  29.13462  5.54797
C  -2.52432  20.59017  14.28774
C  -3.62856  20.09312  15.23629
O  -4.41882  19.02908  14.72093
O  -3.04950  21.23705  13.14367
H  -1.81373  19.81941  13.98033
H  -1.85067  21.21732  14.89154
H  -4.25593  20.91419  15.60560
H  -3.15635  19.72531  16.15188
H  -4.78490  19.28369  13.84274
H  -3.70747  21.86227  13.49625
Cl  0.75786  26.24510  13.65737
C  1.69817  24.86164  13.08498
C  0.84001  23.75396  12.54059
Cl  0.04652  24.30511  11.03332
H  2.28321  24.48405  13.92400
H  2.39716  25.20818  12.32649
H  -0.02826  23.51252  13.15182
H  1.36684  22.82059  12.35565
Cl  1.47934  26.88422  8.43108
C  -0.09624  26.92350  7.58060
C  0.01701  27.48530  6.18318
Cl  1.07301  26.41334  5.20441
H  -0.70132  27.64909  8.12740
H  -0.50813  25.92181  7.61749
H  0.54421  28.43178  6.12330
H  -0.94270  27.49850  5.67584
Cl  -0.06252  19.14517  5.31933
C  1.44128  20.09924  5.50072
C  2.61182  19.48301  4.76151
Cl  2.22353  19.16402  3.05496
H  1.52704  20.32539  6.56240
H  1.23091  21.09085  5.09451
H  2.89092  18.53173  5.21173
H  3.49058  20.11638  4.87151

Cartesian forces (eV/Å) of the 3 atoms listed first:
C -0.667 0.503 -0.340
C -0.598 -1.188 -0.614
C 0.571 0.870 0.038